{"formula": "C41H54BBr3N8OYb", "method": "ωB97M-V/def2-TZVPD", "lumo_energy_ev": [-3.026, -3.031], "total_charge": 1, "total_energy_ev": -299698.0562, "s_squared": 0.75, "fmax_ev_per_a": 2.4, "e_homo_ev": [-10.54, -10.54], "multiplicity": 2, "e_above_lowest_kj_mol": 70.9, "elements": ["Yb", "C", "C", "C", "C", "C", "C", "C", "C", "C", "N", "N", "B", "N", "N", "C", "C", "C", "C", "C", "C", "C", "C", "C", "N", "N", "C", "C", "C", "C", "C", "C", "C", "C", "C", "H", "H", "H", "H", "H", "H", "H", "H", "H", "H", "H", "H", "H", "H", "H", "H", "H", "H", "H", "H", "H", "H", "H", "H", "H", "H", "H", "H", "H", "H", "H", "H", "H", "H", "H", "H", "H", "H", "H", "H", "H", "H", "H", "H", "H", "H", "Br", "C", "C", "C", "Br", "C", "C", "C", "C", "N", "C", "C", "O", "H", "H", "H", "H", "Br", "C", "C", "C", "C", "C", "N", "H", "H", "H", "H"], "positions_angstrom": [[-14.96887, 2.62206, 14.69727], [-18.43657, -1.27849, 12.34895], [-17.28855, -0.43301, 12.94026], [-16.65247, 0.36566, 11.83492], [-17.74115, 0.43609, 14.10887], [-18.99631, 0.35813, 14.69099], [-19.00026, 1.28737, 15.72519], [-20.11370, 1.40465, 16.71808], [-21.44041, 1.41243, 15.97904], [-20.05802, 0.25163, 17.71892], [-17.79425, 1.89349, 15.74756], [-16.99021, 1.37362, 14.73925], [-17.44557, 3.09149, 16.70580], [-17.13956, 4.43999, 15.95413], [-15.98021, 4.60405, 15.26503], [-15.94903, 5.85980, 14.79777], [-17.07880, 6.56975, 15.23481], [-17.81360, 5.61308, 15.97042], [-19.14720, 5.79917, 16.63630], [-20.22660, 5.93279, 15.57455], [-19.17220, 7.03023, 17.52257], [-14.71791, 6.35199, 14.07964], [-14.95737, 7.38159, 12.92776], [-13.69788, 6.93081, 15.05102], [-16.21912, 2.72629, 17.61797], [-15.05184, 2.26491, 17.02904], [-14.16023, 2.12258, 18.02264], [-14.74845, 2.44021, 19.22293], [-16.04453, 2.85565, 18.96291], [-16.95175, 3.47355, 20.00679], [-18.48122, 3.19373, 19.92526], [-16.75836, 4.98754, 20.04302], [-12.72463, 1.69503, 17.89218], [-12.49203, 0.54747, 16.93850], [-11.74820, 2.87100, 17.53483], [-18.01600, -2.05544, 11.66916], [-18.98550, -1.90315, 13.08824], [-19.14077, -0.61106, 11.83879], [-16.59387, -1.16958, 13.35172], [-17.32694, 1.12904, 11.51337], [-15.75483, 0.87082, 12.13766], [-16.34420, -0.24938, 10.99365], [-19.79826, -0.29037, 14.34106], [-20.00278, 2.32775, 17.26712], [-21.67440, 0.45223, 15.53142], [-22.19719, 1.58275, 16.75627], [-21.46887, 2.18588, 15.21882], [-20.17639, -0.69549, 17.16776], [-19.14062, 0.27348, 18.26557], [-20.90829, 0.37695, 18.38284], [-18.35219, 3.28898, 17.47105], [-17.32025, 7.57872, 15.05892], [-19.36498, 4.92757, 17.24829], [-19.95583, 6.69899, 14.86241], [-20.34566, 5.00829, 15.01206], [-21.19640, 6.16753, 16.01656], [-18.93504, 7.92777, 16.91490], [-20.17151, 7.14022, 17.96953], [-18.41646, 6.91910, 18.33946], [-14.26602, 5.47771, 13.57200], [-15.42969, 8.27009, 13.31292], [-13.96438, 7.69799, 12.58249], [-15.55673, 6.97687, 12.14233], [-14.05812, 7.88825, 15.48451], [-13.50241, 6.25456, 15.89497], [-12.76810, 7.07497, 14.49334], [-14.28980, 2.36016, 20.16493], [-16.60710, 3.07995, 20.95449], [-19.03278, 3.78202, 19.19907], [-18.67178, 2.12277, 19.72504], [-18.84532, 3.38163, 20.91505], [-17.03426, 5.46595, 19.10036], [-17.36064, 5.34486, 20.86133], [-15.72435, 5.28906, 20.26810], [-12.44833, 1.38006, 18.89851], [-12.59483, 0.92625, 15.91897], [-11.47919, 0.20798, 16.98842], [-13.18609, -0.26869, 17.05694], [-11.85247, 3.08951, 16.47086], [-11.94174, 3.78317, 18.12883], [-10.71093, 2.53794, 17.69088], [-10.58533, 5.16720, 13.18308], [-10.91386, 3.31969, 13.24122], [-9.88997, 2.52902, 12.67694], [-10.11638, 1.18858, 12.46282], [-8.68872, 0.04791, 11.83976], [-11.33002, 0.55936, 12.82508], [-11.70659, -0.77689, 12.59773], [-12.91784, -1.25521, 13.01847], [-13.83438, -0.36636, 13.59381], [-13.57254, 0.91783, 13.76044], [-12.34309, 1.42754, 13.42473], [-12.13271, 2.81064, 13.67673], [-13.07028, 3.48228, 14.29278], [-8.93403, 2.99860, 12.43793], [-10.95318, -1.41555, 12.10589], [-13.17650, -2.29419, 12.89026], [-14.79940, -0.69186, 14.01199], [-18.40701, 3.89699, 12.74433], [-16.83440, 4.03210, 11.76649], [-16.89659, 4.54336, 10.49204], [-15.76237, 4.68314, 9.72541], [-14.56711, 4.22440, 10.21917], [-14.61835, 3.64123, 11.49520], [-15.69216, 3.54880, 12.28169], [-17.83844, 4.91859, 10.07251], [-15.82742, 5.17110, 8.73662], [-13.66367, 4.36312, 9.69385], [-13.69519, 3.29921, 11.90541]], "mulliken_charge": [1.251, -1.929, 1.379, -0.692, -0.662, -0.466, 0.095, 1.259, -1.732, -1.732, 0.823, -0.189, 0.492, 1.044, 0.307, -0.378, -0.529, -0.260, 1.522, -1.429, -1.402, 2.049, -1.791, -1.538, 0.451, -0.106, 0.312, -1.353, 0.091, 0.060, -1.383, -1.281, 0.142, -2.004, -1.245, 0.419, 0.438, 0.415, -0.050, 0.365, -0.242, 0.497, 0.401, -0.356, 0.310, 0.505, 0.335, 0.358, 0.395, 0.443, -1.067, 0.694, -1.006, 0.293, 0.178, 0.466, 0.300, 0.459, 0.222, -0.942, 0.410, 0.454, 0.317, 0.404, 0.224, 0.409, 0.616, 0.768, 0.149, 0.146, 0.594, -0.008, 0.464, 0.364, 0.553, 0.501, 0.525, 0.413, 0.163, 0.364, 0.399, -0.112, -0.206, -0.520, -0.094, -0.189, 0.319, -0.751, -1.447, -0.432, 0.442, 0.876, 0.019, -0.365, 0.483, 0.299, 0.512, 0.710, 0.097, -0.038, -0.829, -0.508, -1.075, 0.031, 0.800, 0.431, 0.382, 0.625, 0.308]}